# 1
A single C4H7NO molecule. Source: OMol25; level of theory: ωB97M-V/def2-TZVPD.

Last column: Löwdin charge in e.
Positions of all 13 atoms, in Å:
C 2.048 1.013 -0.395  -0.094
O 1.134 1.201 0.671  -0.152
C 0.057 0.343 0.698  -0.256
C -2.331 -1.513 0.413  0.007
C -1.951 -0.275 0.201  -0.237
N -1.298 0.766 0.140  0.112
H 1.767 1.633 -1.253  0.089
H 3.050 1.294 -0.044  0.091
H 2.080 -0.042 -0.709  0.085
H -0.151 0.121 1.747  0.132
H 0.298 -0.548 0.119  0.108
H -2.688 -1.809 1.393  0.057
H -2.238 -2.267 -0.360  0.056

The HOMO energy is -9.281 eV. The HOMO-LUMO gap comes out at 10.23 eV. Its SMILES is C=C=NCOC.

=====

# 2
2 unconnected molecules or ions with the total composition C4H8N2O. Source: OMol25; level of theory: ωB97M-V/def2-TZVPD.

Last column: Löwdin charge in e.
Positions of all 15 atoms, in Å:
C 2.158 -0.555 0.399  -0.057
C 1.552 -1.011 -0.901  -0.320
O 0.583 -1.733 -0.989  0.013
C -1.265 -0.033 0.613  -0.200
N -0.989 -0.627 1.662  0.128
C -1.380 0.721 -0.460  -0.217
N -2.002 2.000 -0.499  0.008
H 1.397 -0.515 1.184  0.052
H 2.649 0.417 0.283  0.077
H 2.926 -1.280 0.697  0.086
H 2.061 -0.656 -1.825  0.116
H -1.646 -1.376 1.890  0.072
H -0.927 0.363 -1.379  0.097
H -2.820 1.994 -1.100  0.071
H -2.297 2.290 0.426  0.073

The HOMO energy is -8.108 eV. The HOMO-LUMO gap comes out at 9.01 eV. Its SMILES is N=C=CN.CC=O.

=====

# 3
A single C4H7NO2 molecule. Source: OMol25; level of theory: ωB97M-V/def2-TZVPD.

Last column: Löwdin charge in e.
Positions of all 14 atoms, in Å:
C -0.705 -1.244 0.926  0.002
C -0.091 0.444 -1.754  -0.239
C -0.011 1.247 -0.466  -0.171
N 0.825 0.665 0.548  0.051
C 0.652 -0.591 1.092  -0.529
O 1.557 -1.129 1.702  0.053
O 0.529 -0.569 -1.956  0.068
H -0.911 -1.822 1.828  0.088
H -0.661 -1.934 0.078  0.090
H -1.521 -0.536 0.757  0.072
H -0.791 0.853 -2.514  0.123
H -1.035 1.412 -0.104  0.119
H 0.371 2.245 -0.713  0.130
H 1.792 0.958 0.577  0.145

The HOMO energy is -9.720 eV. The HOMO-LUMO gap comes out at 10.43 eV. Its SMILES is CC(=O)NCC=O.

=====

# 4
2 unconnected molecules or ions with the total composition C9H18N6 at a distorted geometry. Source: OMol25; level of theory: ωB97M-V/def2-TZVPD.

Last column: Löwdin charge in e.
Positions of all 33 atoms, in Å:
C 0.650 2.497 1.092  -0.066
C 0.544 1.153 1.551  0.181
C 2.259 1.819 -0.365  -0.408
C -0.442 -0.005 -0.040  -0.312
C 0.232 -0.084 1.388  -0.171
C 1.382 -2.100 1.064  -0.068
C -1.076 0.244 -3.131  -0.040
C 0.539 -1.353 2.081  -0.146
C 0.164 -0.335 -2.419  -0.112
N 1.522 2.762 0.223  0.184
N -1.680 -0.183 0.016  0.198
N 1.670 0.761 -0.922  0.193
N 3.556 2.121 -0.561  0.234
N 0.411 0.267 -1.061  -0.018
N -3.742 -0.846 1.727  0.299
H -0.041 3.069 1.709  0.144
H -4.379 -0.690 0.988  0.129
H 1.885 -2.854 1.507  0.053
H 2.280 -1.595 0.718  0.094
H 0.944 -2.450 0.172  0.075
H -1.283 1.173 -2.704  0.072
H -1.000 0.229 -4.164  0.078
H -1.933 -0.272 -2.977  0.041
H 1.054 -1.099 3.100  0.176
H -0.374 -1.910 2.364  0.122
H 1.253 -0.220 -2.932  0.178
H 0.117 -1.489 -2.370  0.151
H -2.021 0.051 -0.838  0.033
H 4.041 2.849 -0.056  0.143
H 4.097 1.449 -1.151  0.161
H -3.934 -1.784 2.068  0.152
H -3.945 -0.380 2.601  0.154
H -2.754 -0.796 1.319  0.096

The HOMO energy (alpha / beta) is -16.143 / -15.710 eV. The net charge is +2. The HOMO-LUMO gap (alpha / beta) comes out at 7.51 / 6.61 eV.

=====

# 5
A single C6H7NO molecule at a distorted geometry. Source: OMol25; level of theory: ωB97M-V/def2-TZVPD.

Last column: Löwdin charge in e.
Positions of all 15 atoms, in Å:
C -1.294 -0.368 -0.999  -0.078
C -0.838 1.037 -1.290  -0.018
C 2.099 -0.690 0.575  0.045
C 1.127 -0.367 -0.354  -0.102
C -0.233 0.182 -0.168  -0.441
C -0.615 0.505 1.196  0.079
N -0.686 0.372 2.334  -0.104
O -0.848 0.409 3.537  -0.007
H -2.258 -0.526 -0.708  0.087
H -0.853 -1.245 -1.468  0.120
H -0.206 1.372 -2.083  0.104
H -1.560 1.683 -0.950  0.082
H 3.037 -1.149 0.258  0.054
H 1.739 -0.912 1.573  0.052
H 1.390 -0.304 -1.453  0.127

The HOMO energy is -9.156 eV. The HOMO-LUMO gap comes out at 9.96 eV. Its SMILES is C=CC1(C#[N+][O-])CC1.

=====

Looking at M for the records above, in order, we have 85.11, 100.12, 101.10, 210.28, 109.13 g mol⁻¹.
Looking at energy relative to the best compared isomer or geometry (same formula, charge and spin) for the records above, in order, we have 75.9, 71.0, 17.8, 161.8, 105.4 kcal/mol.